Run w
{"formula": "C5H9O6", "method": "ωB97M-V/def2-TZVPD", "symbols": ["H", "C", "O", "C", "C", "C", "C", "O", "O", "O", "O", "O", "H", "H", "H", "H", "H", "H", "H", "H"], "positions_angstrom": [[0.77305, -2.53902, -1.46510], [1.17667, -2.06553, -0.50210], [1.65996, -2.66898, 0.42284], [1.03373, -0.51378, -0.53561], [-0.29000, -0.52188, 0.05772], [-0.44001, -0.33822, 1.48534], [-0.79669, 2.29947, -0.56130], [0.09865, 2.89693, 0.06687], [-1.32076, -0.75779, -0.72951], [-2.58450, -0.54389, 0.04515], [2.06975, -0.00291, 0.30968], [2.59982, 1.21319, -0.36608], [1.05934, -0.17830, -1.59271], [0.32077, 0.34886, 1.87075], [-1.41306, 0.04984, 1.76500], [-0.24283, -1.29249, 2.02046], [-0.70276, 1.77366, -1.54232], [-1.66664, 1.80985, -0.00123], [-3.25567, -0.86334, -0.60784], [1.92118, 1.89433, -0.14000]], "mulliken_spin": [0.00, 0.06, 0.10, -0.02, 0.64, -0.02, 0.00, 0.02, 0.10, 0.05, 0.02, 0.00, 0.02, 0.01, 0.01, 0.03, 0.00, 0.00, 0.00, 0.00], "orbital_gap_ev": [6.786, 9.439], "homo_energy_ha": [-0.25697, -0.35754], "multiplicity": 2, "s_squared": 0.761}

=====

Run x
{"formula": "C5H9O6", "method": "ωB97M-V/def2-TZVPD", "symbols": ["C", "C", "O", "C", "O", "O", "H", "H", "H", "H", "H", "H", "C", "O", "C", "O", "O", "H", "H", "H"], "positions_angstrom": [[-0.08865, -1.14727, -0.89299], [-1.01978, -0.14005, -0.28923], [-1.46368, -0.16228, 0.87148], [-1.51199, 0.83315, -1.32479], [-2.23668, 0.02977, -2.21501], [-2.80410, 0.99560, -3.18527], [0.58683, -0.67690, -1.58896], [0.49581, -1.64190, -0.09894], [-0.68430, -1.91034, -1.44524], [-2.18647, 1.58539, -0.84903], [-0.68107, 1.31641, -1.84070], [-3.24224, 0.35315, -3.80781], [3.17034, 0.12824, 1.28263], [3.15872, -0.69181, 0.40190], [2.12778, 0.20018, 2.30280], [1.38380, -0.78806, 2.10613], [-0.33834, -0.00776, 3.45214], [3.94110, 0.91102, 1.49058], [2.13151, 0.98124, 3.08834], [-0.73860, -0.16779, 2.54198]], "mulliken_spin": [0.00, 0.00, 0.00, 0.00, 0.00, 0.00, 0.00, 0.00, 0.00, 0.00, 0.00, 0.00, 0.00, 0.00, -0.01, 0.05, 0.98, 0.00, 0.00, -0.02], "orbital_gap_ev": [8.919, 8.830], "homo_energy_ha": [-0.37935, -0.37591], "multiplicity": 2, "s_squared": 0.754}

=====

Going by the energies, run x is most stable and the next is 164.4 kJ/mol up.

=====

Run w
{"formula": "C5H11O2S", "method": "ωB97M-V/def2-TZVPD", "symbols": ["C", "C", "S", "C", "H", "H", "H", "H", "H", "H", "H", "H", "O", "C", "O", "C", "H", "H", "H"], "positions_angstrom": [[1.91729, 2.10603, -0.76780], [1.24686, 1.42844, 0.42030], [2.39784, 0.25884, 1.21607], [1.27376, -1.10786, 1.57860], [1.26235, 2.84862, -1.23225], [2.18857, 1.37679, -1.53168], [2.84166, 2.62172, -0.48350], [0.40327, 0.83628, 0.06690], [0.90172, 2.17383, 1.13563], [1.85144, -2.03062, 1.63769], [0.74288, -0.93248, 2.51386], [0.52518, -1.21715, 0.77710], [-2.06694, -0.15041, 0.68851], [-1.83757, -0.82112, -0.33526], [-0.71395, -1.00724, -0.87933], [-3.02765, -1.47592, -1.06726], [-3.96745, -1.16607, -0.60902], [-3.00605, -1.17908, -2.11519], [-2.93320, -2.56260, -1.01336]], "mulliken_charge": [-1.19, 0.19, -0.23, -0.49, 0.34, 0.31, 0.31, -0.12, 0.30, 0.33, 0.23, 0.02, -0.74, 0.74, -0.80, -0.98, 0.28, 0.25, 0.23], "orbital_gap_ev": 7.771, "charge": -1, "homo_energy_ha": -0.15977}

=====

Run x
{"formula": "C5H11O2S", "method": "ωB97M-V/def2-TZVPD", "symbols": ["O", "C", "O", "C", "H", "H", "H", "C", "C", "S", "C", "H", "H", "H", "H", "H", "H", "H", "H"], "positions_angstrom": [[-1.48996, -0.12143, -1.89048], [-1.75020, -1.19606, -1.30248], [-1.51814, -1.47005, -0.09821], [-2.48163, -2.28396, -2.11204], [-1.77333, -2.95113, -2.61011], [-3.09062, -2.88438, -1.43784], [-3.09383, -1.82514, -2.88975], [-0.64423, 1.49335, 0.66777], [0.80264, 1.44481, 1.15638], [1.75425, 0.16948, 0.28539], [3.30645, 0.33873, 1.22582], [-1.15036, 2.28272, 1.23416], [-1.16549, 0.54175, 0.77887], [-0.68447, 1.72290, -0.39408], [0.82616, 1.30807, 2.24048], [1.32735, 2.37560, 0.91855], [3.76424, 1.31323, 1.05595], [3.08776, 0.19348, 2.28315], [3.97341, -0.45196, 0.88849]], "mulliken_charge": [-0.72, 0.68, -0.74, -0.99, 0.21, 0.28, 0.28, -1.09, -0.40, 0.01, -0.82, 0.38, 0.21, 0.33, 0.31, 0.28, 0.25, 0.23, 0.30], "orbital_gap_ev": 7.217, "charge": -1, "homo_energy_ha": -0.14404}

=====

Going by the energies, run w is most stable and the next is 39.0 kJ/mol up.

=====

Run w
{"formula": "CH7N3O", "method": "ωB97M-V/def2-TZVPD", "symbols": ["C", "N", "H", "H", "H", "N", "N", "O", "H", "H", "H", "H"], "positions_angstrom": [[-1.59648, -0.23319, -0.19132], [-1.52363, 0.92090, -0.81031], [-1.39908, -1.21614, -0.62532], [-2.41976, -0.37392, 0.50912], [-1.10349, 1.66004, -0.24823], [0.96990, 0.68751, 0.92158], [0.64604, -0.22888, -0.07391], [1.81348, -1.06416, -0.35675], [1.10509, 0.19378, 1.79913], [1.79467, 1.23163, 0.67522], [0.23771, 0.34825, -0.96245], [1.47553, -1.92583, -0.63678]], "mulliken_charge": [0.06, -0.69, 0.11, 0.29, 0.29, -0.49, -0.24, -0.48, 0.23, 0.23, 0.37, 0.32], "orbital_gap_ev": [9.221, 9.221], "smiles": "C=N.NNO", "homo_energy_ha": [-0.31129, -0.31131]}

=====

Run x
{"formula": "CH7N3O", "method": "ωB97M-V/def2-TZVPD", "symbols": ["N", "C", "N", "N", "H", "H", "H", "H", "H", "O", "H", "H"], "positions_angstrom": [[0.07719, 1.23065, -0.03245], [0.35947, 0.19308, -0.73216], [1.02097, 0.12076, -1.92263], [0.00581, -1.00971, -0.16292], [0.13327, 2.14548, -0.44162], [1.26077, 0.92386, -2.45953], [1.25965, -0.78525, -2.27626], [0.51790, -1.85180, -0.33767], [-0.30884, -0.90775, 0.75797], [-1.38675, -0.40982, 2.53640], [-1.40340, 0.37738, 1.96361], [-0.71806, -0.10973, 3.16664]], "mulliken_charge": [-0.64, 0.55, -0.36, -0.41, 0.16, 0.20, 0.17, 0.22, 0.19, -0.74, 0.33, 0.33], "orbital_gap_ev": 9.705, "smiles": "N=C(N)N.O", "homo_energy_ha": -0.32508}

=====

Going by the energies, run x is most stable and the next is 572.2 kJ/mol up.